A single C3H8N2 molecule. Source: OMol25; level of theory: ωB97M-V/def2-TZVPD.

Element x y z (Å)
C  -1.20  -0.83  -0.41
C  -0.35  -0.02  0.53
C  0.36  1.13  -0.20
N  1.67  0.40  -0.08
N  0.99  -0.64  0.79
H  -0.69  -1.30  -1.20
H  -1.83  0.00  -0.82
H  -1.82  -1.80  0.00
H  -0.88  0.43  1.51
H  -0.08  1.35  -1.21
H  0.47  2.18  0.30
H  1.91  -0.30  -0.90
H  1.43  -0.58  1.69

Calculated values
- Maximum force: 0.070 hartree/bohr
- Orbital gap: 9.75 eV
- Spin multiplicity: 1
- SMILES: C[C@@H]1CNN1
- Total charge: 0
- E_LUMO: 1.17 eV
- HOMO level: -8.583 eV